Computed, not measured: C31H38AuN7O5S as an isolated structure, with ωB97M-V/def2-TZVPD.

The geometry in XYZ format:
```
83
C31H38AuN7O5S (ωB97M-V/def2-TZVPD)
Au 1.207 0.303 0.424
C -5.451 1.996 0.684
C -4.145 1.257 0.876
C -4.136 -0.034 1.393
C -2.940 -0.716 1.557
C -2.913 -2.131 2.091
C -1.756 -0.086 1.216
C -1.687 1.236 0.703
C -2.953 1.875 0.531
N -0.428 1.759 0.441
C 0.023 3.141 0.035
C 0.840 3.008 -1.258
C -1.006 4.249 -0.211
C 0.942 3.657 1.155
H -6.305 1.365 0.935
H -5.565 2.327 -0.351
H -5.492 2.887 1.317
H -5.075 -0.515 1.656
H -3.922 -2.520 2.238
H -2.390 -2.172 3.051
H -2.374 -2.781 1.399
H -0.839 -0.647 1.323
H -3.028 2.849 0.109
H 0.238 2.543 -2.042
H 1.731 2.393 -1.112
H 1.157 3.999 -1.596
H -1.648 4.043 -1.067
H -0.435 5.150 -0.446
H -1.608 4.467 0.669
H 1.668 2.893 1.435
H 0.346 3.935 2.032
H 1.489 4.544 0.816
O 4.952 2.967 -0.165
C 4.013 2.774 0.602
O 3.382 1.640 0.749
H 3.663 3.584 1.253
N -0.694 -0.722 7.823
C -0.312 -0.544 6.752
C 0.162 -0.320 5.400
C 0.268 0.970 4.901
C 0.691 1.135 3.596
N 1.000 0.104 2.808
C 0.913 -1.136 3.300
C 0.499 -1.394 4.590
H 0.024 1.825 5.514
H 0.781 2.124 3.162
H 1.177 -1.948 2.631
H 0.437 -2.409 4.956
S 2.755 -1.597 0.581
C 3.850 -1.309 -0.753
N 4.449 -0.108 -0.864
C 5.255 0.181 -1.888
C 5.548 -0.787 -2.815
C 4.946 -2.017 -2.623
N 4.113 -2.288 -1.614
H 4.004 0.723 -0.258
H 5.628 1.198 -1.911
H 6.192 -0.588 -3.657
H 5.122 -2.832 -3.317
C -2.827 -0.768 -2.354
C -2.437 -2.249 -2.362
C -0.911 -2.510 -2.385
C -0.646 -4.023 -2.302
C 0.836 -4.375 -2.186
C -0.367 -2.005 -3.708
O -0.693 -2.480 -4.774
N 0.532 -0.962 -3.650
C 0.989 -0.316 -2.504
O 1.825 0.561 -2.630
N 0.454 -0.714 -1.296
C -0.328 -1.833 -1.152
O -0.617 -2.275 -0.053
H -3.913 -0.661 -2.346
H -2.451 -0.249 -3.243
H -2.439 -0.254 -1.468
H -2.857 -2.741 -3.239
H -2.827 -2.737 -1.469
H -1.066 -4.468 -3.203
H -1.192 -4.403 -1.439
H 1.406 -4.001 -3.044
H 0.969 -5.459 -2.148
H 1.282 -3.950 -1.281
H 0.916 -0.631 -4.520
```

Summary:
Highest occupied orbital energy (alpha / beta) ... -7.1857 / -7.1869 eV
Energy above the lowest of the compared OMol25 structures with the same formula, charge and spin ... 1.943 eV
Charge ... 0
2S+1 ... 1



Computed, not measured: C31H38Br2N5O2SSb2Tc as an isolated structure, with ωB97M-V/def2-TZVPD.

The geometry in XYZ format:
```
82
C31H38Br2N5O2SSb2Tc (ωB97M-V/def2-TZVPD)
Tc 0.048 -0.080 -0.163
C 2.786 2.940 0.810
Sb 0.810 2.184 1.135
C 0.682 2.331 3.258
C -0.248 4.058 0.666
C -1.711 3.951 0.895
C -2.233 4.188 2.170
C -3.587 4.095 2.425
C -4.459 3.752 1.397
C -3.964 3.517 0.129
C -2.599 3.625 -0.149
C -2.119 3.427 -1.540
Sb -1.532 1.345 -1.906
C -0.905 1.538 -3.934
C -3.505 0.588 -2.236
H 3.526 2.298 1.288
H 2.848 3.932 1.253
H 2.992 3.005 -0.256
H 0.754 3.384 3.523
H 1.503 1.791 3.727
H -0.266 1.926 3.606
H 0.041 4.303 -0.352
H 0.222 4.760 1.354
H -1.560 4.488 2.965
H -3.974 4.306 3.413
H -5.523 3.697 1.585
H -4.645 3.298 -0.686
H -1.259 4.031 -1.815
H -2.911 3.569 -2.273
H -1.699 2.037 -4.485
H -0.725 0.557 -4.369
H 0.006 2.130 -3.987
H -3.968 1.247 -2.968
H -4.092 0.597 -1.318
H -3.470 -0.422 -2.643
Br -3.956 0.144 2.916
C -3.666 -1.064 1.521
C -4.603 -2.035 1.193
C -4.376 -2.927 0.160
Br -5.675 -4.221 -0.217
C -3.167 -2.876 -0.609
C -2.839 -3.730 -1.674
C -1.632 -3.571 -2.321
C -0.760 -2.560 -1.925
N -1.050 -1.724 -0.931
C -2.232 -1.883 -0.273
C -2.455 -0.964 0.799
O -1.546 -0.082 1.033
H -5.521 -2.092 1.763
H -3.533 -4.505 -1.975
H -1.348 -4.221 -3.137
H 0.194 -2.418 -2.415
C 3.266 -0.618 -4.563
N 3.858 -0.745 -3.244
C 5.289 -1.039 -3.072
C 5.480 -1.017 -1.545
N 4.140 -0.632 -1.077
C 3.282 -0.495 -2.081
S 1.646 0.055 -1.960
H 3.668 -1.390 -5.216
H 3.495 0.357 -4.996
H 2.188 -0.729 -4.495
H 5.887 -0.278 -3.576
H 5.531 -2.005 -3.512
H 6.221 -0.285 -1.231
H 5.761 -1.990 -1.145
H 3.919 -0.479 -0.111
N 2.402 -4.947 4.781
C 2.720 -3.655 4.586
O 3.448 -3.010 5.306
C 2.114 -2.955 3.379
C 2.599 -1.681 3.107
C 2.078 -0.963 2.057
N 1.092 -1.417 1.258
C 0.642 -2.655 1.514
C 1.118 -3.447 2.544
H 2.805 -5.406 5.584
H 1.851 -5.505 4.158
H 3.379 -1.276 3.738
H 2.466 0.023 1.836
H -0.131 -3.052 0.875
H 0.685 -4.429 2.675
```

Summary:
Highest occupied orbital energy (alpha / beta) ... -15.2947 / -15.2659 eV
Energy above the lowest of the compared OMol25 structures with the same formula, charge and spin ... 0.000 eV
Charge ... +3
2S+1 ... 4



Computed, not measured: C31H38BrCsN7O2SeSi3 as an isolated structure, with ωB97M-V/def2-TZVPD.

The geometry in XYZ format:
```
84
C31H38BrCsN7O2SeSi3 (ωB97M-V/def2-TZVPD)
Cs 0.330 1.784 0.197
C 3.198 -1.186 -1.388
Si 1.926 -2.191 -2.337
C 1.390 -1.193 -3.833
C 2.696 -3.815 -2.944
C 0.500 -2.719 -1.229
Si -1.277 -2.640 -1.852
C -1.630 -0.998 -2.690
C -2.559 -2.896 -0.497
C -1.410 -4.069 -3.092
Si 0.846 -3.656 0.355
C 0.404 -5.469 0.038
C 2.618 -3.565 0.980
C -0.231 -2.951 1.736
C -0.951 -3.738 2.627
C -1.681 -3.131 3.641
C -1.657 -1.753 3.731
C -0.908 -1.038 2.802
N -0.215 -1.608 1.826
H 3.882 -0.722 -2.106
H 3.791 -1.784 -0.698
H 2.732 -0.376 -0.826
H 2.275 -1.019 -4.454
H 0.995 -0.218 -3.542
H 0.655 -1.710 -4.453
H 3.554 -3.594 -3.587
H 1.983 -4.396 -3.533
H 3.049 -4.444 -2.125
H -0.997 -0.204 -2.288
H -2.673 -0.709 -2.529
H -1.451 -1.038 -3.766
H -2.549 -2.078 0.226
H -2.448 -3.834 0.048
H -3.547 -2.901 -0.970
H -0.706 -3.951 -3.917
H -2.420 -4.081 -3.516
H -1.232 -5.040 -2.627
H 0.948 -5.860 -0.823
H -0.663 -5.600 -0.150
H 0.673 -6.083 0.903
H 3.360 -3.919 0.265
H 2.691 -4.189 1.877
H 2.868 -2.544 1.274
H -0.948 -4.817 2.523
H -2.253 -3.724 4.345
H -2.195 -1.221 4.505
H -0.864 0.042 2.856
Br -3.862 1.270 1.025
C -3.517 1.709 -0.799
C -4.573 1.791 -1.691
C -4.259 2.175 -2.988
C -2.943 2.452 -3.321
C -1.958 2.284 -2.355
N -2.261 1.910 -1.110
C -0.478 2.562 -2.678
O -0.269 3.624 -3.280
O 0.344 1.714 -2.255
H -5.585 1.585 -1.377
H -5.045 2.266 -3.727
H -2.661 2.797 -4.305
Se -1.337 5.162 2.551
N -1.374 4.610 4.275
C -0.592 3.531 4.333
C -0.334 2.791 5.489
C 0.530 1.698 5.398
C 1.089 1.375 4.178
N 0.855 2.025 3.025
C 0.044 3.095 3.087
N -0.226 3.830 2.003
H -0.788 3.089 6.425
H 0.770 1.106 6.272
H 1.762 0.525 4.101
N 2.921 6.935 3.679
C 2.679 6.415 2.683
C 2.436 5.785 1.422
C 1.802 6.472 0.390
C 1.617 5.815 -0.812
C 2.081 4.513 -0.939
N 2.670 3.843 0.050
C 2.828 4.464 1.210
H 1.454 7.485 0.544
H 1.103 6.281 -1.641
H 1.917 3.972 -1.865
H 3.262 3.890 2.021
```

Summary:
Highest occupied orbital energy (alpha / beta) ... -5.3274 / -2.9137 eV
Charge ... -1
2S+1 ... 1



Computed, not measured: C31H38BrN2O8PSTeTi as an isolated structure, with ωB97M-V/def2-TZVPD.

The geometry in XYZ format:
```
84
C31H38BrN2O8PSTeTi (ωB97M-V/def2-TZVPD)
Ti 0.320 -0.931 0.059
C -0.262 -3.939 -0.845
C -0.971 -3.418 -1.968
C -0.256 -2.359 -2.465
C 0.926 -2.159 -1.652
C 0.907 -3.220 -0.666
H -0.584 -4.770 -0.230
H -1.917 -3.784 -2.344
H -0.504 -1.765 -3.331
H 1.832 -1.738 -2.058
H 1.706 -3.466 0.013
Br 2.017 2.280 0.034
C 1.755 1.962 -1.815
C 2.605 2.582 -2.681
C 2.319 2.570 -4.062
C 1.138 2.049 -4.501
C 0.226 1.451 -3.599
C -1.086 1.107 -4.021
C -1.987 0.648 -3.114
C -1.570 0.327 -1.803
C -0.289 0.527 -1.352
C 0.579 1.272 -2.232
H 3.465 3.122 -2.304
H 3.011 3.038 -4.753
H 0.864 2.119 -5.549
H -1.363 1.262 -5.059
H -3.012 0.451 -3.410
H -2.281 -0.189 -1.178
C -1.991 5.120 -0.211
C -2.904 3.985 0.172
C -3.761 3.425 -0.774
C -4.564 2.342 -0.460
C -4.535 1.833 0.836
C -3.731 2.411 1.810
C -2.909 3.472 1.465
S -5.474 0.389 1.215
O -6.379 0.170 0.130
O -5.935 0.502 2.568
N -4.406 -0.877 1.215
C -3.501 -0.972 2.382
C -2.628 -2.229 2.335
C -1.363 -2.014 1.560
O -0.245 -2.231 2.029
O -1.461 -1.506 0.361
H -1.354 4.830 -1.050
H -1.348 5.410 0.620
H -2.568 5.993 -0.523
H -3.783 3.834 -1.779
H -5.215 1.884 -1.195
H -3.774 2.050 2.831
H -2.256 3.909 2.213
H -3.908 -0.945 0.331
H -4.117 -1.002 3.274
H -2.854 -0.097 2.440
H -3.186 -3.044 1.865
H -2.361 -2.532 3.343
C -0.732 0.453 4.142
C 0.190 0.600 2.962
N 1.456 0.884 3.244
O -0.224 0.489 1.796
H -0.222 0.641 5.087
H -1.117 -0.564 4.150
H -1.570 1.142 4.040
H 1.774 0.960 4.190
H 2.161 0.913 2.526
C 5.074 -0.368 -2.800
C 5.037 -0.991 -1.427
O 3.725 -0.758 -0.852
P 3.504 -1.021 0.706
O 1.956 -0.870 0.830
Te 4.872 0.229 2.111
O 3.748 -2.601 0.790
C 4.536 -3.306 1.786
C 3.704 -3.635 3.007
H 6.031 -0.599 -3.275
H 4.969 0.714 -2.732
H 4.268 -0.756 -3.425
H 5.802 -0.558 -0.783
H 5.201 -2.068 -1.481
H 5.404 -2.716 2.057
H 4.875 -4.210 1.288
H 3.375 -2.716 3.497
H 4.302 -4.212 3.717
H 2.821 -4.217 2.729
```

Summary:
Highest occupied orbital energy ... -7.7899 eV
Energy above the lowest of the compared OMol25 structures with the same formula, charge and spin ... 1.539 eV
Charge ... 0
2S+1 ... 1